No. 1
The following is a DFT calculation (ωB97M-V with the def2-TZVPD basis set) of 7 unconnected molecules or ions with the total composition C22H62N4O10.

Structure (XYZ):
```
98
Properties=species:S:1:pos:R:3:forces:R:3:lowdin_charge:R:1
C 1.860 -4.955 0.818 0.5 1.7 -0.9 -0.071
O 1.721 -4.575 -0.559 0.2 -1.2 0.2 -0.195
C 0.762 -3.590 -0.825 0.5 -0.2 0.3 -0.218
C -0.651 -4.105 -0.945 0.2 1.0 -0.3 -0.464
C -0.853 -5.132 -2.006 -0.1 -0.2 -0.3 -0.042
N -1.481 -2.935 -1.069 -1.4 0.7 0.5 0.041
H 0.956 -5.351 1.273 0.0 -0.4 -0.1 0.085
H 2.135 -4.026 1.345 -0.1 -0.2 0.3 0.079
H 2.738 -5.589 0.832 -0.3 -0.5 0.3 0.089
H 0.806 -2.855 -0.007 -0.1 0.3 -0.5 0.119
H 1.048 -3.185 -1.789 0.1 0.6 -0.1 0.125
H -0.887 -4.469 0.003 -0.5 -1.2 1.7 0.109
H -0.142 -5.935 -1.877 -0.4 -0.8 0.4 0.079
H -0.546 -4.758 -2.959 0.1 0.7 -0.8 0.071
H -1.919 -5.397 -2.111 0.6 -0.4 0.3 0.091
H -2.492 -3.153 -1.016 1.0 0.2 -0.5 0.111
H -1.217 -2.365 -1.862 -0.4 0.1 -0.1 0.074
C -0.033 4.196 1.906 0.9 0.0 0.9 -0.115
O -1.127 3.787 1.125 0.4 0.4 0.2 -0.201
C -2.249 3.369 1.879 0.0 0.0 -0.9 -0.211
C -3.241 2.863 0.876 -0.3 -0.5 -0.6 -0.477
C -3.652 3.995 -0.006 -1.2 -0.2 -1.2 -0.065
N -4.346 2.126 1.451 -0.9 1.0 -0.5 0.067
H -0.138 5.240 2.315 -0.2 -0.9 -0.3 0.096
H 0.905 4.191 1.300 -0.9 -0.1 0.2 0.091
H 0.121 3.476 2.767 -0.1 0.8 -0.7 0.088
H -1.991 2.554 2.512 0.5 -0.7 1.0 0.097
H -2.735 4.149 2.451 0.2 0.6 0.4 0.133
H -2.721 2.159 0.224 0.2 -0.2 0.1 0.125
H -4.326 3.678 -0.814 -0.2 -0.4 0.4 0.081
H -2.784 4.282 -0.586 0.2 1.0 0.4 0.076
H -4.217 4.764 0.536 0.6 0.3 -0.1 0.088
H -3.996 1.411 2.033 0.2 -0.9 0.9 0.041
H -5.029 2.698 1.957 0.5 -0.2 -0.2 0.085
C 2.253 3.009 -7.547 2.8 0.7 0.0 -0.124
O 2.382 2.533 -6.229 -1.2 0.0 0.5 -0.197
C 1.206 2.888 -5.510 -0.7 0.2 -0.1 -0.215
C 1.166 2.235 -4.107 1.1 0.5 -1.2 -0.435
C 2.278 2.843 -3.296 0.4 1.6 1.4 -0.069
N 1.355 0.818 -4.243 0.1 -2.2 0.0 0.032
H 2.239 4.147 -7.606 0.0 -1.3 0.1 0.110
H 1.423 2.615 -8.077 -1.1 -0.5 -0.3 0.066
H 3.190 2.599 -8.002 -0.8 0.7 -0.2 0.105
H 1.183 3.980 -5.512 -0.2 0.2 0.5 0.121
H 0.299 2.572 -6.064 0.3 -0.1 0.0 0.124
H 0.176 2.347 -3.651 0.2 0.4 -0.1 0.138
H 2.496 2.323 -2.333 -0.2 0.2 -0.8 0.068
H 2.029 3.915 -3.028 0.1 -1.1 -0.2 0.098
H 3.204 2.938 -3.881 -0.2 -0.4 0.1 0.082
H 2.228 0.461 -4.725 -1.5 1.1 0.6 0.108
H 0.503 0.441 -4.666 0.7 -0.2 -0.2 0.097
C 1.866 -1.007 3.226 0.1 -0.7 1.5 -0.118
O 1.167 0.076 3.798 0.5 -0.1 -1.3 -0.181
C 0.192 -0.290 4.721 -0.1 -0.1 1.0 -0.214
C -0.623 0.975 5.079 -1.2 -0.4 -1.7 -0.449
C -0.058 1.907 6.065 2.4 0.0 2.0 -0.097
N -1.995 0.562 5.496 0.5 0.1 -0.5 0.038
H 2.346 -0.731 2.327 0.4 0.7 -1.0 0.065
H 1.253 -1.883 3.017 -0.6 0.1 -0.1 0.075
H 2.647 -1.391 3.904 -0.1 0.2 0.0 0.094
H -0.468 -1.128 4.354 0.5 1.0 0.0 0.117
H 0.703 -0.667 5.629 -0.2 -0.1 0.0 0.130
H -0.617 1.611 4.136 -0.7 -1.1 0.6 0.124
H -0.529 2.879 6.153 -0.7 -0.2 0.0 0.076
H 1.002 2.177 5.885 -0.4 -0.4 -0.4 0.088
H 0.016 1.389 7.047 -0.4 0.5 -0.2 0.087
H -1.992 0.099 6.426 0.1 0.3 -1.1 0.083
H -2.320 -0.071 4.749 -0.2 0.2 0.8 0.039
O 5.138 -0.597 -1.256 -0.1 -1.3 -0.1 -0.079
C 4.057 -1.404 -1.807 1.2 0.5 0.3 -0.194
C 4.105 -1.350 -3.329 0.5 0.0 -0.8 -0.231
O 4.585 -0.086 -3.778 -1.4 0.0 -0.6 -0.080
H 4.923 0.324 -1.329 -0.4 0.6 0.0 0.065
H 4.254 -2.417 -1.405 -0.5 0.6 -0.3 0.131
H 3.111 -0.987 -1.512 -0.5 -0.1 0.6 0.096
H 3.082 -1.406 -3.764 0.7 -0.5 0.3 0.111
H 4.798 -2.125 -3.722 -0.7 0.2 0.1 0.124
H 5.401 0.100 -3.346 1.1 0.0 0.5 0.058
O -1.654 -0.331 0.461 -0.1 0.8 0.1 -0.092
C -0.349 0.282 0.428 0.3 -2.5 -0.3 -0.187
C 0.057 0.640 -0.958 0.8 2.0 -0.6 -0.274
O 0.185 -0.506 -1.748 0.7 0.5 -1.4 -0.099
H -1.628 -1.225 0.084 0.5 -0.2 -0.5 0.042
H -0.355 1.155 1.012 -0.2 1.0 1.0 0.094
H 0.379 -0.474 0.846 -0.5 0.9 -0.3 0.126
H 1.023 1.272 -0.997 -0.9 -1.1 0.6 0.132
H -0.641 1.357 -1.442 -0.3 -0.4 0.5 0.123
H 0.592 -0.097 -2.560 -0.1 -1.0 0.2 0.056
O -4.614 -3.112 3.741 -0.7 -1.5 0.9 -0.040
C -3.921 -3.262 2.548 1.0 2.1 0.2 -0.249
C -2.577 -2.531 2.721 -0.7 -0.2 0.6 -0.239
O -2.666 -1.134 2.835 -0.7 0.5 0.1 -0.100
H -4.912 -2.228 3.853 -0.2 1.2 0.0 0.073
H -3.706 -4.276 2.420 0.2 -1.8 -0.2 0.098
H -4.514 -2.928 1.714 -0.2 0.3 -0.6 0.117
H -1.884 -2.719 1.935 0.8 -0.8 -0.7 0.090
H -2.246 -2.915 3.698 0.4 0.1 -0.4 0.125
H -2.501 -0.753 1.947 0.2 0.1 0.3 0.049
```
Forces are in eV/Å.

Values from the calculation:
relative energy (zero: lowest compared OMol25 entry of this formula, charge and spin)	31.11	kcal per mole
DFT total energy	-1846.66798	a.u.
net charge	0
2S+1	1
orbital gap	9.30	eV
molecular weight	542.8	g mol⁻¹
highest occupied orbital energy	-8.80	eV

=====

No. 2
The following is a DFT calculation (ωB97M-V with the def2-TZVPD basis set) of 7 unconnected molecules or ions with the total composition C22H62O26P6.

Structure (XYZ):
```
116
Properties=species:S:1:pos:R:3:forces:R:3:lowdin_charge:R:1
C -18.037 -17.482 22.297 0.6 -0.2 -0.9 -0.073
O -18.772 -18.497 21.579 -1.4 -0.3 0.5 -0.228
P -20.017 -19.201 22.298 0.8 -0.2 -0.2 0.388
O -21.043 -18.351 22.919 0.2 -0.1 -0.4 -0.235
O -20.537 -20.233 21.183 0.2 0.8 0.9 -0.198
C -21.845 -19.972 20.693 -0.4 0.3 -1.5 -0.125
O -19.262 -20.129 23.348 -0.1 -0.3 -0.1 -0.217
C -19.918 -20.499 24.572 -0.3 0.5 -0.1 -0.088
H -18.495 -17.085 23.201 -0.3 -0.4 0.0 0.088
H -17.914 -16.662 21.589 0.1 0.0 0.1 0.087
H -17.070 -17.953 22.477 0.1 0.4 0.4 0.092
H -22.583 -19.816 21.475 0.1 -0.2 0.1 0.087
H -22.092 -20.772 19.994 -0.1 -0.5 0.7 0.067
H -21.869 -19.121 20.001 0.3 0.3 0.5 0.083
H -20.958 -20.172 24.567 0.0 0.1 0.0 0.077
H -19.405 -19.955 25.361 0.0 -0.3 0.2 0.089
H -19.915 -21.576 24.714 0.4 0.0 -0.1 0.085
C -8.204 -9.563 21.747 0.9 0.7 -0.6 -0.117
O -7.953 -10.725 22.513 0.3 -0.6 0.2 -0.213
P -7.912 -12.149 21.777 -1.0 1.4 0.0 0.387
O -7.229 -12.094 20.472 -0.3 -0.5 0.5 -0.237
O -9.471 -12.523 21.761 0.8 -0.6 -0.6 -0.230
C -10.282 -12.392 20.574 -1.2 0.2 1.4 -0.058
O -7.364 -13.053 22.950 -0.6 0.0 -0.8 -0.185
C -7.812 -14.419 22.945 0.9 -1.3 0.6 -0.091
H -9.260 -9.358 21.574 -0.1 -0.2 0.2 0.085
H -7.689 -9.598 20.783 -0.2 -0.3 -0.1 0.082
H -7.729 -8.724 22.255 -0.3 0.0 0.3 0.087
H -9.764 -12.619 19.650 0.1 0.3 0.0 0.070
H -10.792 -11.433 20.706 0.6 0.4 -0.9 0.089
H -11.147 -13.040 20.731 0.4 -0.6 -0.2 0.073
H -8.305 -14.633 23.891 -0.2 0.2 -0.1 0.092
H -6.923 -15.057 22.918 0.1 0.2 0.1 0.089
H -8.420 -14.785 22.119 -0.2 0.8 -0.2 0.080
C -10.697 -15.690 16.519 -0.4 0.0 -0.5 -0.109
O -9.286 -15.835 16.631 0.8 -0.5 0.7 -0.203
P -8.567 -15.316 17.961 -1.1 -0.4 -0.4 0.374
O -9.128 -15.791 19.241 0.2 0.6 -0.5 -0.226
O -8.701 -13.745 17.787 0.5 -0.1 0.9 -0.238
C -8.322 -12.969 16.652 -0.2 0.5 0.4 -0.066
O -7.078 -15.751 17.684 -0.1 0.4 -0.6 -0.197
C -6.045 -15.279 18.551 0.2 0.2 0.9 -0.082
H -11.126 -16.592 16.081 0.3 -0.1 0.0 0.091
H -10.879 -14.890 15.802 -0.1 0.1 0.2 0.066
H -11.211 -15.532 17.465 0.2 0.2 0.1 0.061
H -9.214 -12.902 16.029 0.3 0.1 -0.4 0.078
H -7.435 -13.299 16.113 -0.2 -0.6 0.0 0.098
H -8.065 -11.989 17.060 -0.2 0.0 -0.1 0.093
H -5.505 -16.148 18.916 0.1 0.0 -0.1 0.091
H -6.435 -14.729 19.411 -0.2 -0.1 0.0 0.074
H -5.362 -14.583 18.066 -0.1 -0.2 -0.5 0.092
C -21.813 -21.048 17.346 -1.0 -0.6 1.5 -0.124
O -20.439 -21.319 17.565 0.9 0.3 0.2 -0.197
P -19.347 -20.152 17.707 0.7 0.1 1.1 0.400
O -19.773 -18.927 18.400 -0.4 -0.4 -0.5 -0.220
O -18.128 -20.902 18.421 -1.7 0.2 -0.7 -0.192
C -16.752 -20.577 18.398 0.8 0.2 -1.0 -0.092
O -18.832 -19.928 16.226 0.2 -0.2 0.0 -0.212
C -19.711 -19.355 15.270 0.5 0.9 -1.1 -0.097
H -22.388 -21.836 17.851 0.3 -0.4 -0.4 0.092
H -22.088 -21.058 16.297 0.1 0.3 -0.1 0.087
H -22.175 -20.213 17.948 0.4 0.7 -0.8 0.074
H -16.404 -20.141 19.335 -0.2 -0.6 0.3 0.097
H -16.425 -19.838 17.657 -0.7 0.0 -0.2 0.066
H -16.281 -21.507 18.076 0.5 0.1 0.6 0.096
H -19.510 -19.811 14.299 -0.3 -0.5 0.2 0.091
H -19.439 -18.313 15.073 -0.1 0.1 0.6 0.093
H -20.766 -19.384 15.525 0.0 -0.2 0.1 0.074
C -12.001 -15.930 20.510 1.1 0.4 0.6 -0.113
O -13.386 -16.239 20.591 -1.0 0.5 -1.5 -0.192
P -14.457 -15.750 19.492 1.1 -0.9 0.4 0.368
O -15.375 -14.706 19.899 -0.3 1.0 0.1 -0.219
O -13.532 -15.453 18.215 0.1 0.5 0.6 -0.245
C -14.030 -15.588 16.889 -0.7 -0.2 -0.1 -0.086
O -15.209 -17.101 19.186 0.3 -0.1 -0.6 -0.223
C -16.482 -17.102 18.498 -0.3 -0.3 0.9 -0.083
H -11.755 -15.242 21.327 0.0 -0.4 0.2 0.086
H -11.619 -15.399 19.640 -0.7 -0.3 -0.4 0.046
H -11.431 -16.854 20.595 0.0 0.1 0.1 0.090
H -13.681 -14.806 16.214 0.6 0.0 0.4 0.087
H -15.116 -15.458 16.856 0.0 -0.3 0.1 0.086
H -13.735 -16.587 16.569 -0.3 0.1 -0.5 0.078
H -16.359 -17.475 17.483 0.1 -0.3 0.1 0.077
H -16.983 -16.135 18.459 0.4 0.2 0.2 0.093
H -17.073 -17.740 19.154 -0.4 -0.2 -0.6 0.076
C -10.046 -16.545 10.358 -0.9 -0.6 0.1 -0.098
O -9.350 -15.480 10.984 0.1 1.2 0.6 -0.199
P -9.974 -14.686 12.221 -0.7 0.4 -1.4 0.416
O -9.901 -15.373 13.503 0.0 0.2 0.5 -0.204
O -9.310 -13.230 12.071 0.3 -1.4 0.2 -0.210
C -9.870 -12.159 12.831 -0.5 -0.1 0.1 -0.096
O -11.488 -14.398 11.721 0.8 -0.2 -0.2 -0.226
C -12.586 -14.159 12.562 -1.3 -0.5 0.5 -0.123
H -10.139 -16.359 9.290 0.3 0.1 0.0 0.093
H -11.060 -16.640 10.755 0.1 0.1 0.0 0.082
H -9.554 -17.499 10.546 0.3 0.2 -0.1 0.092
H -9.056 -11.603 13.286 0.0 0.2 -0.3 0.092
H -10.535 -12.479 13.639 0.2 -0.3 0.0 0.075
H -10.497 -11.584 12.149 0.3 0.4 0.1 0.095
H -13.019 -13.170 12.404 0.5 0.2 0.1 0.090
H -12.390 -14.352 13.619 0.4 0.2 0.0 0.073
H -13.414 -14.835 12.322 0.3 -0.2 -0.3 0.090
C -12.640 -20.711 18.549 0.2 -0.7 -0.7 -0.054
C -12.949 -19.813 17.366 -1.2 0.9 1.1 -0.209
O -13.589 -20.545 16.317 1.2 -0.6 -0.3 0.003
C -14.376 -19.933 15.444 -1.4 -0.3 -0.2 -0.555
C -14.853 -20.855 14.342 0.5 -0.2 0.3 0.027
O -14.776 -18.794 15.492 0.7 0.2 0.4 0.081
H -11.724 -21.275 18.355 0.2 0.3 0.3 0.077
H -13.376 -21.503 18.692 -0.4 0.4 0.1 0.076
H -12.560 -20.080 19.430 0.2 -0.2 0.1 0.081
H -13.693 -19.064 17.661 0.3 0.1 0.2 0.103
H -12.037 -19.280 17.094 -0.1 -0.2 -0.7 0.127
H -15.934 -20.796 14.254 0.0 0.5 -0.3 0.083
H -14.630 -21.910 14.487 0.4 0.1 0.2 0.082
H -14.304 -20.475 13.479 -0.5 -0.2 -0.4 0.093
```
Forces are in eV/Å.

Values from the calculation:
DFT total energy	-4880.31678	a.u.
net charge	0
2S+1	1
orbital gap	10.69	eV
molecular weight	928.6	g mol⁻¹
highest occupied orbital energy	-10.35	eV